Record 1
78
Properties=species:S:1:pos:R:3:forces:R:3 method="wB97M-V/def2-TZVPD" s_squared=3.898 multiplicity=4 gap_ev="5.5074 / 7.0514" total_charge=0
C -0.6398 -1.8753 1.8318 1.1 -0.3 -1.1
C -0.6782 -1.8869 0.3747 0.5 -0.2 1.0
C 0.6732 -2.0914 -0.1068 -0.1 -0.3 1.3
H -1.5889 -1.8117 -0.2489 0.8 0.3 0.5
C 1.5400 -2.1851 1.0581 -1.0 -0.2 -0.1
C 0.7311 -2.0641 2.2493 -0.8 -0.1 -1.3
H 1.0393 -2.1654 3.2876 0.2 0.3 -0.3
H -1.4732 -1.7953 2.5135 -0.1 0.2 -0.3
H 0.9595 -2.2713 -1.1631 -0.1 0.6 0.9
H 2.6068 -2.4124 1.0812 -0.4 0.4 -0.2
Cr 0.5899 -0.1513 1.1193 -0.2 2.0 -1.0
Cl 2.4130 0.9986 0.1748 -0.9 -0.5 0.9
P -0.0195 0.4489 -2.7582 0.2 -0.5 1.9
C 1.2065 -0.6475 -3.5389 0.2 -0.3 -0.5
C 0.9183 -1.4621 -4.6458 0.4 0.1 0.2
H -0.0597 -1.3786 -5.1209 0.3 -0.1 0.1
C 1.8866 -2.3444 -5.1359 0.2 0.0 0.1
H 1.6615 -2.9563 -6.0187 0.2 0.2 0.4
C 3.1412 -2.4268 -4.5123 -0.3 0.2 0.0
H 3.8953 -3.1076 -4.8979 -0.1 0.1 0.0
C 3.4409 -1.6158 -3.4089 -0.1 -0.1 -0.3
H 4.4252 -1.6639 -2.9246 -0.5 0.0 -0.3
C 2.4815 -0.7297 -2.9325 -0.4 0.2 0.0
H 2.6980 -0.0872 -2.0744 -0.1 -0.3 -0.3
C -1.6865 -0.0424 -3.2811 -0.5 -0.1 -0.3
C -2.0679 -1.4027 -3.2010 -0.1 0.4 -0.3
H -1.3506 -2.1536 -2.8655 -0.1 0.2 -0.2
C -3.3482 -1.8001 -3.5926 0.0 0.3 0.0
H -3.5970 -2.8711 -3.6258 0.0 0.6 0.1
C -4.2888 -0.8287 -3.9713 0.2 0.1 0.0
H -5.2726 -1.1424 -4.3209 0.2 0.1 0.2
C -3.9607 0.5366 -3.9309 0.1 -0.5 0.0
H -4.7013 1.2954 -4.2064 0.3 -0.4 0.1
C -2.6657 0.9246 -3.5843 0.3 -0.4 -0.2
H -2.3814 1.9756 -3.5858 -0.1 -0.2 0.0
C 0.3410 2.1388 -3.2656 0.3 0.5 -0.3
C 0.8661 2.4481 -4.5313 -0.4 0.5 0.3
H 1.0927 1.6419 -5.2277 -0.1 0.2 0.1
C 1.0630 3.7880 -4.8829 0.1 0.0 0.0
H 1.4316 4.0296 -5.8922 -0.2 -0.1 0.6
C 0.7751 4.8095 -3.9623 -0.1 -0.3 0.1
H 0.8926 5.8562 -4.2582 0.0 -0.4 0.1
C 0.3303 4.4961 -2.6642 0.1 -0.1 -0.4
H 0.1227 5.2931 -1.9415 0.2 -0.3 -0.3
C 0.1433 3.1579 -2.3056 0.0 -0.1 -0.5
H -0.1431 2.8776 -1.2896 0.0 0.1 -0.3
C 3.7754 1.5122 5.9348 0.2 0.1 0.0
C 2.5811 0.5951 5.7883 0.1 -0.2 0.2
C 2.7098 -0.7302 6.1962 0.1 -0.3 0.1
C 1.6473 -1.6388 6.1026 0.8 0.2 0.3
C 0.4361 -1.2029 5.6117 -0.6 0.5 -0.3
C 0.2824 0.1334 5.1593 1.1 0.0 0.3
N -0.8855 0.4827 4.4978 -0.6 -0.2 -0.2
C -1.6625 1.6673 4.6060 -0.6 0.4 0.0
C -1.9387 2.3169 5.8285 -0.2 -0.3 -0.4
C -2.8365 3.3955 5.8620 0.4 -0.1 -0.2
C -3.4183 3.8543 4.6803 0.0 0.0 -0.2
C -3.1108 3.2344 3.4613 0.1 -0.1 0.2
C -2.2439 2.1471 3.4101 0.5 0.0 0.3
C -1.8245 1.4511 2.0987 -0.9 0.4 0.9
O -2.6229 0.6783 1.5782 0.4 -0.2 -0.1
O -0.6406 1.7500 1.7181 1.5 -1.9 -0.7
C 1.3721 1.0511 5.2543 -0.6 -0.8 -0.1
C 1.2853 2.4569 4.7524 -0.3 0.7 0.0
H 4.0694 1.9826 4.9859 -0.2 -0.1 0.2
H 3.5911 2.3228 6.6563 -0.1 -0.2 -0.2
H 4.6495 0.9610 6.2986 -0.2 0.0 -0.1
H 3.6816 -1.0287 6.5932 -0.3 -0.2 -0.1
H 1.7913 -2.6731 6.4359 -0.2 0.4 -0.1
H -0.4247 -1.8887 5.5716 0.4 0.4 0.0
H -1.3773 -0.3002 4.0752 0.0 0.4 0.3
H -1.4817 1.9383 6.7466 -0.1 0.1 -0.3
H -3.0736 3.8885 6.8116 0.1 -0.3 -0.4
H -4.1163 4.7015 4.7044 0.4 -0.4 0.0
H -3.5288 3.5936 2.5264 -0.1 0.0 0.1
H 2.0464 2.6629 3.9935 0.0 -0.1 0.1
H 0.3186 2.7031 4.3020 0.4 -0.1 0.1
H 1.4522 3.1682 5.5824 -0.1 -0.2 -0.3



Record 2
27
Properties=species:S:1:pos:R:3:forces:R:3 method="wB97M-V/def2-TZVPD" smiles=CCc1ccc(O)cc1.CC gap_ev=9.1933 de_lowest_kcal_mol=16.1 total_charge=0
C 0.7018 0.5591 -1.5705 -0.1 -0.4 0.2
C 1.8334 1.0984 -2.4371 0.0 -0.5 0.0
C 1.0990 0.2220 -0.1494 -0.3 0.5 0.2
C 2.1511 -0.6401 0.1343 0.0 -0.1 -0.3
C 0.4056 0.7757 0.9301 0.5 -0.4 -0.1
C 2.5216 -0.9451 1.4304 -0.3 0.2 0.7
C 0.7669 0.4793 2.2378 -0.3 0.3 0.1
C 1.8182 -0.3829 2.5021 0.2 -0.1 -0.8
O 2.1472 -0.6400 3.7923 -0.4 0.4 0.5
H -0.1300 1.2639 -1.5342 0.0 0.0 -0.1
H 0.3101 -0.3567 -2.0282 0.0 0.1 -0.1
H 2.6629 0.3893 -2.4499 0.1 0.1 0.1
H 2.6728 -1.0940 -0.7017 0.1 0.0 0.1
H -0.4288 1.4379 0.7519 0.0 0.1 0.0
H 3.3445 -1.6076 1.6751 0.1 -0.1 -0.3
H 0.2121 0.9381 3.0474 0.1 -0.1 0.1
H 2.7711 -1.3567 3.8677 0.3 -0.3 -0.2
H 2.2044 2.0455 -2.0526 0.0 0.1 -0.2
H 1.5019 1.1747 -3.4725 0.0 0.3 0.0
C -2.8303 -0.2134 -0.4836 -0.7 -0.3 -0.2
C -4.3119 -0.6363 -0.5186 0.7 0.3 0.3
H -2.1844 -1.0902 -0.4544 0.1 0.1 -0.1
H -2.6129 0.3747 -1.3734 0.3 0.0 0.0
H -2.6373 0.3826 0.4044 0.1 0.1 0.0
H -4.9207 0.2644 -0.5207 -0.3 -0.1 0.0
H -4.5384 -1.2134 0.3770 -0.2 -0.1 -0.1
H -4.5298 -1.2292 -1.4037 -0.1 0.0 0.0



Record 3
16
Properties=species:S:1:pos:R:3:forces:R:3 method="wB97M-V/def2-TZVPD" smiles="C[S@@](=O)(=S)CCN" gap_ev=9.6057 de_lowest_kcal_mol=95.3 total_charge=0
C -1.6076 1.4528 0.1344 1.9 2.0 0.0
C 0.1069 -0.6543 -0.8212 0.6 2.3 -3.1
C 1.3382 0.0568 -0.2736 2.5 -0.1 2.3
H -2.6005 1.6255 0.5192 -0.3 -0.8 0.5
H -0.8963 2.2312 0.8362 -1.6 -2.4 -2.5
H -1.7583 1.6759 -0.9587 0.8 0.2 1.0
H 0.3420 -1.7091 -0.9193 -0.5 -0.1 0.0
H -0.1383 -0.1564 -1.8513 0.0 -1.2 1.7
H 1.2116 1.0671 0.5304 0.2 -3.2 -2.9
H 1.8666 0.3033 -1.2346 0.2 0.3 1.4
H 1.9276 -1.1145 1.6437 0.7 0.2 -4.9
H 2.4439 -1.8315 -0.0395 -0.6 0.8 0.9
N 2.1903 -0.9866 0.5012 -1.0 1.5 2.7
O -0.5294 -0.3976 1.6024 0.0 -0.4 -0.1
S -1.1324 -0.3228 0.2730 -2.5 1.7 3.9
S -2.7644 -1.2398 0.0578 -0.5 -0.8 -0.8



Record 4
12
Properties=species:S:1:pos:R:3:forces:R:3 method="wB97M-V/def2-TZVPD" gap_ev="7.4254 / 5.5693" de_lowest_kcal_mol=50.0 total_charge=0
C 0.3041 1.1360 -1.0035 -2.0 0.9 3.6
C -0.4915 -1.2614 1.3703 -0.1 2.3 -2.2
N 0.9924 0.5184 -1.9063 -3.6 0.1 -2.0
O -0.9408 1.3552 1.6934 0.4 1.4 0.8
F -0.6056 -1.7131 2.5685 0.4 -0.6 1.8
F -0.7184 -2.2518 0.5207 -0.4 -0.8 -0.6
F 0.7962 -0.8497 1.1155 -0.2 -0.4 0.8
S -1.6197 0.2303 1.0066 0.4 -1.8 -0.7
H -0.7939 1.2641 -1.0495 1.0 0.1 -0.7
H 0.7141 1.4736 0.0115 -0.2 -0.5 -1.9
H 1.8348 0.1708 -1.7406 4.6 -1.4 1.3
H 0.5282 -0.0723 -2.5867 -0.3 0.7 -0.2



Record 5
19
Properties=species:S:1:pos:R:3:forces:R:3 method="wB97M-V/def2-TZVPD" smiles=CPc1c(C)nnn1C gap_ev=9.9663 de_lowest_kcal_mol=26.3 total_charge=0
C 0.1837 0.6228 -1.2220 -0.4 -0.4 2.3
C -0.2605 0.1150 -0.0232 -3.1 -0.9 -0.5
C 1.2048 1.6814 -1.3136 1.3 -1.6 -1.5
C -2.3872 -1.1741 0.3412 -2.9 1.0 2.7
C 1.5548 -0.7942 1.4885 4.4 3.5 0.7
N -0.4910 0.0277 -2.2273 -0.2 0.2 -0.4
N -1.3899 -0.7510 -1.7187 -0.9 -0.7 -2.4
N -1.3501 -0.7693 -0.4400 5.2 3.3 -0.2
P 0.2043 0.3532 1.7179 -1.6 0.4 -0.3
H 1.5719 2.0241 -0.3661 -0.2 0.3 0.4
H 2.0662 1.2072 -1.8282 -0.1 0.5 0.1
H 0.8771 2.4623 -1.9579 -0.2 0.9 -0.3
H -1.9297 -1.2401 1.3478 -1.0 0.1 -0.2
H -3.2819 -0.4223 0.2825 1.7 -1.1 0.5
H -2.8115 -2.1059 0.0930 -0.1 -1.3 -0.6
H 1.1152 -1.7064 1.6158 -0.7 -2.7 -0.1
H 2.4080 -0.6212 2.2621 -1.5 -0.6 -1.1
H 1.9909 -0.5364 0.4911 -0.2 -1.0 0.8
H 0.7249 1.6272 1.4574 0.5 0.1 0.2



Record 6
14
Properties=species:S:1:pos:R:3:forces:R:3 method="wB97M-V/def2-TZVPD" s_squared=2.006 multiplicity=3 gap_ev="7.0513 / 6.6824" de_lowest_kcal_mol=8.7 total_charge=0
B 0.9486 1.0756 -0.9870 0.5 1.9 -1.8
B -1.4368 -0.8649 -0.4410 0.4 1.1 -1.8
C 1.3880 -1.2617 0.2453 -1.5 0.4 -0.2
C -0.8516 0.9545 1.3511 -0.8 4.2 5.8
C 0.9007 -0.1397 -0.2382 -1.7 -1.1 1.2
C -0.6918 0.2215 0.2731 3.9 -4.5 -5.4
H 1.3444 2.0387 -0.3971 -0.3 0.2 0.0
H 0.7425 1.1115 -2.1841 -0.2 0.0 0.6
H -1.9724 -1.8148 -0.0899 -0.6 -0.8 0.7
H -1.4632 -0.6307 -1.6995 0.1 -0.3 1.3
H 0.7820 -1.9282 0.8353 0.2 -0.2 0.2
H 2.3270 -1.5264 -0.1242 1.6 -0.6 0.0
H -0.1545 1.5103 2.0520 -0.6 -1.6 -0.9
H -1.8630 1.2543 1.4044 -1.0 1.3 0.4



Repeat the third record exactly.
16
Properties=species:S:1:pos:R:3:forces:R:3 method="wB97M-V/def2-TZVPD" smiles="C[S@@](=O)(=S)CCN" gap_ev=9.6057 de_lowest_kcal_mol=95.3 total_charge=0
C -1.6076 1.4528 0.1344 1.9 2.0 0.0
C 0.1069 -0.6543 -0.8212 0.6 2.3 -3.1
C 1.3382 0.0568 -0.2736 2.5 -0.1 2.3
H -2.6005 1.6255 0.5192 -0.3 -0.8 0.5
H -0.8963 2.2312 0.8362 -1.6 -2.4 -2.5
H -1.7583 1.6759 -0.9587 0.8 0.2 1.0
H 0.3420 -1.7091 -0.9193 -0.5 -0.1 0.0
H -0.1383 -0.1564 -1.8513 0.0 -1.2 1.7
H 1.2116 1.0671 0.5304 0.2 -3.2 -2.9
H 1.8666 0.3033 -1.2346 0.2 0.3 1.4
H 1.9276 -1.1145 1.6437 0.7 0.2 -4.9
H 2.4439 -1.8315 -0.0395 -0.6 0.8 0.9
N 2.1903 -0.9866 0.5012 -1.0 1.5 2.7
O -0.5294 -0.3976 1.6024 0.0 -0.4 -0.1
S -1.1324 -0.3228 0.2730 -2.5 1.7 3.9
S -2.7644 -1.2398 0.0578 -0.5 -0.8 -0.8